Formula: C38H42BrNO10P
Source: the Open Molecules 2025 dataset
Level of theory: ωB97M-V with the def2-TZVPD basis set

The geometry in XYZ format:
```
93
Properties=species:S:1:pos:R:3:forces:R:3:mulliken_charge:R:1
Br 4.3921 2.1341 -0.3558 -0.170 0.160 0.032 -0.308
P 5.1566 -1.7555 -0.0429 -0.048 0.118 0.298 -0.096
O -7.6737 2.4518 -0.4218 -0.009 0.040 -0.051 -0.580
O -2.0696 -0.7595 4.9790 -0.020 0.020 0.053 -0.579
O 9.2324 1.2242 -1.7110 -0.081 -0.039 -0.076 -0.462
O -7.0170 -2.9106 -0.0048 -0.051 0.084 -0.023 -0.506
O -8.7136 -7.8586 -0.8066 -0.026 -0.052 -0.009 -0.549
O 13.7145 4.0298 -1.4757 0.040 0.020 0.003 -0.566
O -9.4158 -0.6246 3.5157 -0.031 -0.024 0.032 -0.565
O -1.3083 -3.6695 0.6219 -0.070 -0.073 -0.047 -0.586
O -3.8089 6.5951 -2.4791 0.018 0.049 -0.016 -0.577
O -2.9698 2.1030 0.1907 0.041 -0.054 0.048 -0.471
N 0.9020 2.4990 -0.4105 -0.079 0.273 -0.164 -0.523
C -8.3676 0.3069 0.2579 0.040 0.030 -0.015 -0.342
C -7.4379 -4.6340 -1.5537 0.017 0.029 0.041 -0.423
C -8.7018 1.5154 2.8398 -0.004 -0.053 0.007 -0.385
C -3.6064 5.5600 -1.8782 -0.049 -0.099 0.039 0.383
C 12.6860 3.3889 -1.5273 -0.076 -0.044 -0.011 0.376
C 12.3015 2.4561 -0.4378 0.035 0.034 -0.015 -0.385
C 2.2565 -1.8725 -0.1313 -0.144 -0.133 -0.119 -0.663
C -2.2474 5.1751 -1.4259 0.030 0.049 -0.030 -0.479
C -2.3006 -0.9236 2.6393 0.005 0.027 0.076 -0.303
C -1.4589 -2.9907 1.6125 0.038 0.107 0.064 0.465
C -8.2535 -6.1471 0.7442 -0.009 -0.042 -0.039 -0.351
C -7.8235 -4.9057 0.9458 0.011 0.036 -0.039 -0.258
C -8.3139 -6.7307 -0.6223 0.038 0.104 0.015 0.366
C 11.1758 1.7515 -0.4968 -0.048 -0.003 -0.045 -0.256
C 10.6364 2.8072 -2.7478 -0.038 -0.050 0.031 -0.334
C -4.5029 3.4949 -0.9076 0.046 0.007 0.016 -0.361
C 10.2530 1.8671 -1.6593 0.107 0.070 0.080 0.337
C -7.8663 -5.8761 -1.7542 -0.022 -0.050 0.029 -0.344
C -1.8694 -1.4092 3.9748 0.004 -0.053 -0.101 0.337
C 1.4024 0.2023 -1.3894 -0.061 0.071 -0.005 -0.247
C 6.7487 1.1077 0.8569 0.064 -0.060 0.002 -1.393
C 1.6595 -0.4658 -0.0403 -0.074 -0.025 -0.030 0.046
C -3.1394 3.1253 -0.4403 -0.064 0.013 -0.014 0.238
C -0.9958 -3.4608 2.9458 0.015 0.013 -0.071 -0.394
C 0.4516 1.3899 -1.2535 -0.202 -0.139 0.091 -0.755
C -2.0154 4.0443 -0.7622 -0.179 -0.046 -0.017 -0.306
C -8.0715 1.7439 0.4789 0.016 -0.043 0.084 0.510
C -9.0128 0.0786 2.6148 0.024 0.055 -0.055 0.351
C 5.8282 -0.2634 -1.1173 0.176 -0.126 -0.174 -1.549
C -8.8041 -0.4636 1.2484 0.000 -0.027 0.080 -0.250
C -4.7211 4.6251 -1.5719 0.042 0.040 -0.005 -0.376
C -2.1127 -1.6568 1.5466 0.061 -0.034 -0.071 -0.383
C 6.0819 1.0986 -0.5054 0.202 -0.039 0.008 0.424
C 11.7628 3.5100 -2.6856 0.044 0.012 0.030 -0.362
C -1.1868 -2.7282 4.0378 -0.011 0.045 0.032 -0.388
C -8.2635 2.2864 1.8499 -0.011 -0.009 -0.055 -0.395
C 3.5026 -2.0528 -0.9871 0.159 -0.079 -0.103 -1.510
C -7.3913 -4.0484 -0.1890 0.019 -0.096 0.016 0.401
H 1.4544 -2.5262 -0.5050 0.061 -0.048 0.082 0.392
H -0.8582 -3.0426 5.0203 0.004 0.002 0.002 0.410
H -0.4949 -4.4203 2.9600 0.005 -0.001 -0.004 0.420
H -8.8482 1.8800 3.8484 0.000 -0.004 0.003 0.415
H 12.9909 2.3927 0.3946 0.002 0.003 0.000 0.394
H 6.8224 -0.6217 -1.4306 -0.104 -0.006 0.043 0.353
H 7.7362 0.6486 0.7520 -0.037 -0.007 0.022 0.244
H 4.4752 -0.8188 0.8965 0.051 -0.021 0.008 -0.210
H -5.7050 4.9192 -1.9153 0.003 0.006 -0.003 0.458
H 6.6526 1.7300 -1.1903 -0.092 -0.025 0.056 0.355
H 6.8651 2.1264 1.2305 0.029 0.023 -0.046 0.430
H 5.2383 -0.1381 -2.0310 0.015 0.008 -0.016 0.554
H -8.0221 3.3335 1.9820 0.001 0.003 -0.004 0.437
H 6.4019 -1.6375 0.7503 -0.048 -0.065 -0.035 0.120
H -7.7679 -4.4543 1.9285 0.005 0.003 0.001 0.447
H 0.6764 -0.5455 0.4516 0.096 -0.016 0.119 0.001
H 10.8646 1.0655 0.2809 -0.002 -0.001 0.000 0.419
H 5.8553 -2.6740 -0.9990 -0.087 0.102 0.078 -0.042
H -0.4829 1.0200 -0.8160 -0.072 0.017 -0.065 0.085
H 4.7265 -2.9042 0.8166 0.107 0.061 -0.074 0.148
H -8.5780 -6.7940 1.5493 0.001 -0.004 -0.001 0.403
H -5.2980 2.8011 -0.6678 0.004 0.001 -0.015 0.491
H -2.4097 -1.3222 0.5605 -0.002 0.015 0.007 0.482
H 2.2822 0.1620 0.6011 0.087 0.031 -0.122 0.118
H 3.6189 -3.1139 -1.2453 -0.131 0.083 -0.018 0.394
H 2.5033 -2.2167 0.8826 -0.049 -0.026 0.011 0.350
H 6.1809 0.5281 1.5817 -0.027 -0.029 -0.043 0.401
H 1.3293 2.1464 0.4333 0.027 -0.129 0.181 0.246
H 2.3340 0.5198 -1.8645 0.012 -0.039 0.069 0.126
H -7.1020 -3.9903 -2.3567 0.004 0.002 0.001 0.425
H -7.9114 -6.3305 -2.7357 0.001 -0.003 0.001 0.401
H 3.4251 -1.5097 -1.9352 0.048 0.088 0.036 0.467
H -2.7649 0.0541 2.6139 0.007 0.012 -0.031 0.499
H -1.4555 5.8706 -1.6762 -0.001 -0.001 -0.003 0.431
H 1.6352 3.0060 -0.8863 0.185 0.015 -0.066 0.212
H 12.0679 4.2010 -3.4612 0.002 0.002 0.001 0.388
H 0.1960 1.8046 -2.2336 0.033 -0.026 -0.007 0.476
H -1.0257 3.7324 -0.4429 0.109 -0.080 0.043 0.600
H 0.9314 -0.5294 -2.0585 0.034 0.018 -0.007 0.357
H 9.9429 2.8748 -3.5765 -0.002 0.000 -0.001 0.436
H -8.1828 -0.0715 -0.7391 -0.002 0.001 -0.001 0.429
H -9.0032 -1.5197 1.1235 0.008 0.021 -0.013 0.360
```
Forces are in eV/Å.

Calculated values
Lowest unoccupied orbital energy   -0.580 eV
Maximum force   0.328 eV Å⁻¹
HOMO energy   -3.5 eV
Frontier orbital gap   2.927 eV
Electronic energy   -141375.9760 eV
Charge   -1